[1]
Computed, not measured: 8 unconnected molecules or ions with the total composition C20H50Cl7N2O10 in a non-equilibrium geometry, with ωB97M-V with the def2-TZVPD basis set.

Results
Lowest unoccupied orbital energy = 2.308 eV
Energy relative to the best compared isomer or geometry (same formula, charge and spin) = 43.6 kcal/mol
Gap between HOMO and LUMO = 8.72 eV
Molar mass = 726.80 g/mol
Calculated total energy = -132653.8941 eV
Charge = -1

Each line ends with the Mulliken charge.
Positions of all 89 atoms, in Å:
Cl  -0.349  -0.763  0.376  1.432
O  -1.643  -1.223  0.834  -0.742
O  0.637  -1.366  1.170  -0.422
O  -0.160  -1.149  -1.014  -0.703
O  -0.292  0.674  0.429  -0.444
Cl  -0.783  3.557  -4.385  -0.245
C  -0.496  2.023  -3.507  -0.019
C  0.907  1.406  -3.666  0.335
Cl  1.158  0.789  -5.264  -0.202
H  -1.200  1.255  -3.829  0.404
H  -0.884  2.267  -2.518  -0.340
H  0.983  0.596  -2.941  -0.325
H  1.703  2.041  -3.277  0.360
Cl  4.529  -2.710  -1.953  -0.223
C  2.752  -2.532  -1.573  0.434
C  1.884  -2.755  -2.764  -0.063
Cl  2.370  -4.187  -3.658  -0.228
H  2.518  -1.574  -1.109  -0.162
H  2.565  -3.402  -0.943  -0.059
H  1.796  -1.974  -3.519  0.099
H  0.826  -2.834  -2.512  0.140
Cl  -4.797  1.024  -2.579  -0.237
C  -3.862  0.529  -1.115  0.192
C  -4.355  1.284  0.124  -0.310
Cl  -5.811  0.517  0.871  -0.236
H  -2.814  0.800  -1.237  -0.270
H  -3.821  -0.550  -0.963  0.347
H  -4.554  2.348  -0.010  0.397
H  -3.626  1.167  0.926  0.106
C  0.216  -0.004  4.971  -0.543
O  1.117  -0.914  4.270  -0.505
H  0.595  0.191  5.975  0.246
H  0.248  0.879  4.333  0.166
H  -0.845  -0.254  4.981  0.267
H  0.919  -0.873  3.332  0.266
C  3.380  1.348  -0.136  -0.103
O  3.101  1.676  1.275  -0.552
H  4.254  1.942  -0.402  0.345
H  3.541  0.271  -0.194  0.009
H  2.538  1.591  -0.784  0.012
H  2.400  1.108  1.604  0.293
C  1.282  -10.845  1.995  -0.697
O  1.864  -9.561  2.261  -0.316
C  0.969  -8.484  2.141  -0.549
C  1.705  -7.098  2.085  -0.496
N  0.691  -6.125  2.064  -0.240
C  1.000  -4.675  2.143  -0.053
C  1.894  -4.161  3.309  -0.202
O  3.254  -4.180  2.978  -0.354
C  3.839  -3.013  2.409  -0.469
H  1.037  -11.348  2.930  0.242
H  2.067  -11.414  1.495  0.232
H  0.422  -10.782  1.329  0.334
H  0.154  -8.558  2.860  0.373
H  0.441  -8.431  1.189  0.289
H  2.364  -7.037  1.219  0.230
H  2.268  -6.913  3.000  0.333
H  0.150  -6.421  1.263  0.265
H  0.067  -4.112  2.115  0.403
H  1.470  -4.386  1.204  -0.214
H  1.900  -4.778  4.208  0.397
H  1.472  -3.227  3.681  -0.096
H  3.325  -2.600  1.542  0.044
H  4.928  -3.055  2.439  0.370
H  3.720  -2.128  3.035  0.246
C  -5.518  7.074  -2.906  -0.746
O  -4.157  6.742  -2.755  -0.215
C  -3.139  7.673  -3.169  -0.772
C  -1.729  7.137  -2.951  -0.194
N  -1.410  7.168  -1.481  -0.477
C  -0.359  6.236  -1.232  0.018
C  -0.043  5.979  0.201  -0.804
O  -1.124  5.371  0.964  -0.457
C  -0.908  3.952  1.092  -0.632
H  -5.703  7.224  -3.970  0.298
H  -5.688  8.066  -2.487  0.304
H  -6.090  6.252  -2.478  0.202
H  -3.227  8.601  -2.604  0.368
H  -3.343  7.940  -4.206  0.492
H  -1.047  7.888  -3.348  0.331
H  -1.510  6.228  -3.511  0.017
H  -2.248  6.843  -1.019  0.329
H  0.549  6.591  -1.720  0.334
H  -0.526  5.234  -1.627  -0.059
H  0.226  6.918  0.686  0.376
H  0.753  5.244  0.321  0.436
H  -0.042  3.688  1.699  0.395
H  -0.981  3.386  0.163  0.097
H  -1.666  3.677  1.825  0.371

=====

[2]
Computed, not measured: a molecular structure, C22H28N2O5 in a non-equilibrium geometry, with ωB97M-V with the def2-TZVPD basis set.

Results
Lowest unoccupied orbital energy = 0.186 eV
Energy relative to the best compared isomer or geometry (same formula, charge and spin) = 661.0 kcal/mol
Gap between HOMO and LUMO = 8.01 eV
Molar mass = 400.48 g/mol
Calculated total energy = -36459.7270 eV

Each line ends with the natural charge from an NBO analysis.
Positions of all 57 atoms, in Å:
C  -3.211  5.529  1.483  -0.202
H  -3.116  6.694  1.492  0.182
O  -2.096  5.031  1.276  -0.484
C  -1.870  3.609  1.075  0.263
C  -2.879  2.723  0.907  -0.286
C  -2.615  1.278  0.982  -0.214
C  -1.231  0.767  0.898  0.308
C  -0.441  1.652  0.730  -0.336
C  -0.629  2.974  0.888  -0.147
H  0.274  3.781  0.913  0.223
H  0.493  1.186  0.823  0.243
O  -1.227  -0.654  0.621  -0.512
C  -2.079  -1.416  0.395  0.035
C  -1.621  -2.803  0.215  -0.216
N  -1.011  -3.595  1.098  -0.442
C  -0.243  -4.858  0.826  -0.091
C  1.288  -4.557  0.329  -0.250
N  1.546  -3.256  0.194  -0.426
C  1.495  -2.708  -1.094  0.633
O  1.642  -3.526  -1.958  -0.585
C  1.887  -1.358  -1.289  -0.063
C  3.121  -0.879  -0.536  -0.108
C  3.280  0.569  -0.763  -0.372
C  2.493  1.365  -1.335  0.300
C  0.966  0.792  -2.125  0.401
C  0.952  -0.419  -1.863  -0.381
H  0.250  -0.883  -2.367  0.216
O  0.219  1.735  -2.540  -0.437
C  -0.773  1.222  -2.938  -0.220
H  -1.384  0.904  -2.127  0.162
H  -0.916  0.506  -3.790  0.180
H  -1.446  2.113  -3.512  0.156
O  2.542  2.782  -1.653  -0.533
C  3.844  3.388  -1.313  -0.215
H  3.713  4.416  -1.522  0.195
H  3.690  3.274  0.000  0.167
H  4.537  2.972  -1.851  0.172
H  4.385  1.024  -0.247  0.218
H  3.785  -1.408  -0.172  0.180
C  1.224  -2.542  1.458  -0.270
C  0.100  -2.762  2.167  -0.157
H  0.349  -3.702  3.099  0.156
H  -0.433  -2.095  2.520  0.178
H  1.260  -1.382  0.937  0.209
H  2.062  -2.589  1.944  0.193
H  1.379  -5.008  -0.590  0.253
H  1.868  -4.899  1.157  0.180
H  -0.344  -5.386  1.500  0.121
H  -1.057  -5.176  -0.160  0.155
H  -2.368  -3.558  -0.191  0.219
H  -0.937  -2.584  -0.699  0.108
H  -2.734  -1.582  1.534  0.038
H  -3.057  -1.007  -0.205  0.176
H  -3.484  0.743  1.055  0.218
H  -3.867  3.161  1.321  0.216
H  -3.868  5.307  0.777  0.147
H  -3.707  5.095  2.227  0.150

=====

[3]
Computed, not measured: a single C4H6O molecule in a non-equilibrium geometry, with ωB97M-V with the def2-TZVPD basis set.

Results
Lowest unoccupied orbital energy = 1.198 eV
Energy relative to the best compared isomer or geometry (same formula, charge and spin) = 63.2 kcal/mol
SMILES = C1O[C@@H]2C[C@H]12
Gap between HOMO and LUMO = 9.93 eV
Molar mass = 70.09 g/mol
Calculated total energy = -6289.1780 eV

Each line ends with the natural charge from an NBO analysis.
Positions of all 11 atoms, in Å:
C  0.918  0.683  -0.452  -0.432
C  -1.162  -0.779  -0.109  -0.068
C  0.293  -0.491  0.300  -0.270
C  -0.296  1.081  0.368  0.117
O  -1.546  0.621  -0.139  -0.530
H  1.749  0.924  0.079  0.218
H  0.900  0.918  -1.532  0.224
H  -1.311  -1.350  -1.109  0.173
H  -1.672  -1.339  0.678  0.182
H  0.715  -0.897  1.124  0.207
H  -0.434  1.606  1.178  0.179

=====

energy relative to the best compared isomer or geometry (same formula, charge and spin) of number 1 (C20H50Cl7N2O10)?
43.6 kcal/mol

=====

What is the formula in the second record?
C22H28N2O5

=====

Among the records above, which one has the lowest calculated total energy?
C20H50Cl7N2O10

=====

Which of these has the highest gap between HOMO and LUMO?
C4H6O